1.
The following is a DFT calculation (ωB97M-V/def2-TZVPD) of C35H39HfN3PSe2Si as an isolated structure.

Atoms and positions in Å:
Hf 0.428 0.514 -0.070
N 1.785 2.083 1.097
C 2.183 1.699 2.457
C 0.907 1.348 3.203
N 0.080 0.435 2.395
C 0.044 -0.960 2.856
C 1.172 -1.768 2.244
N 1.080 -1.720 0.781
H 2.583 2.230 0.485
H 1.248 2.946 1.063
H 2.726 2.491 2.980
H 2.842 0.834 2.368
H 0.329 2.260 3.374
H 1.142 0.915 4.180
H -0.875 0.772 2.419
H -0.911 -1.374 2.530
H 0.099 -1.011 3.949
H 1.130 -2.794 2.624
H 2.145 -1.357 2.521
H 0.309 -2.299 0.451
H 1.956 -2.081 0.404
Se 0.116 2.374 -1.662
P 2.949 -0.166 -1.299
Se 4.232 -0.919 0.311
C 4.021 1.035 -2.197
C 5.283 0.619 -2.623
C 6.116 1.491 -3.301
C 5.704 2.797 -3.555
C 4.453 3.214 -3.133
C 3.607 2.334 -2.461
C 2.796 -1.445 -2.610
C 3.308 -2.729 -2.491
C 3.155 -3.643 -3.530
C 2.497 -3.271 -4.693
C 1.973 -1.989 -4.813
C 2.112 -1.082 -3.774
H 5.613 -0.390 -2.403
H 7.093 1.157 -3.629
H 6.358 3.480 -4.083
H 4.119 4.225 -3.333
H 2.613 2.654 -2.164
H 3.847 -3.002 -1.590
H 3.559 -4.643 -3.431
H 2.378 -3.982 -5.502
H 1.437 -1.702 -5.709
H 1.682 -0.089 -3.853
C -6.251 -1.623 3.030
C -5.047 -2.228 2.697
C -4.100 -1.529 1.956
C -4.329 -0.218 1.533
C -5.550 0.368 1.874
C -6.503 -0.320 2.614
Si -2.986 0.725 0.561
C -2.525 2.133 1.778
C -2.769 2.030 3.155
C -2.413 3.045 4.039
C -1.808 4.199 3.560
C -1.567 4.331 2.198
C -1.923 3.313 1.320
H -6.992 -2.165 3.605
H -4.850 -3.248 3.006
H -3.165 -2.008 1.679
H -5.761 1.385 1.557
H -7.443 0.156 2.867
H -3.723 1.418 -0.539
H -3.259 1.142 3.543
H -2.615 2.937 5.099
H -1.533 4.995 4.243
H -1.104 5.235 1.817
H -1.713 3.424 0.262
C -1.565 -0.267 0.039
C -1.794 -1.259 -0.985
C -3.067 -1.768 -1.375
C -3.223 -2.739 -2.345
C -2.130 -3.275 -3.025
C -0.872 -2.778 -2.717
C -0.715 -1.811 -1.739
H -3.956 -1.384 -0.885
H -4.224 -3.086 -2.581
H -2.259 -4.040 -3.781
H 0.004 -3.135 -3.245
H 0.306 -1.448 -1.597

## Properties
gap between HOMO and LUMO	5.447	eV
multiplicity	1
strongest force on any atom	0.3	eV/A
total charge	-1

2.
The following is a DFT calculation (ωB97M-V/def2-TZVPD) of C35H39N2O4P3Pd as an isolated structure.

Atoms and positions in Å:
Pd -0.535 0.382 1.156
O -0.673 1.578 -0.487
P -0.653 1.095 -1.942
C 0.861 0.135 -2.227
P 0.869 -1.425 -1.293
O 0.109 -1.276 0.006
C 0.117 -2.669 -2.323
C -0.990 -3.356 -1.834
C -1.604 -4.314 -2.628
C -1.119 -4.577 -3.901
C -0.012 -3.890 -4.390
C 0.610 -2.938 -3.602
C 2.591 -1.843 -1.037
C 3.009 -3.168 -1.160
C 4.326 -3.508 -0.879
C 5.225 -2.532 -0.476
C 4.813 -1.210 -0.347
C 3.501 -0.865 -0.625
C -0.618 2.493 -3.039
C 0.563 3.226 -3.186
C 0.582 4.348 -3.995
C -0.576 4.745 -4.655
C -1.753 4.026 -4.505
C -1.779 2.898 -3.698
C -2.028 0.045 -2.367
C -2.120 -0.470 -3.663
C -3.171 -1.305 -3.996
C -4.132 -1.623 -3.042
C -4.045 -1.109 -1.756
C -2.991 -0.273 -1.415
H 1.699 0.758 -1.911
H 0.985 -0.075 -3.292
H -1.364 -3.134 -0.843
H -2.463 -4.856 -2.253
H -1.600 -5.326 -4.517
H 0.367 -4.104 -5.380
H 1.483 -2.417 -3.981
H 2.312 -3.933 -1.477
H 4.649 -4.535 -0.984
H 6.253 -2.798 -0.271
H 5.521 -0.449 -0.045
H 3.195 0.170 -0.522
H 1.468 2.930 -2.669
H 1.496 4.913 -4.115
H -0.557 5.620 -5.291
H -2.651 4.340 -5.019
H -2.697 2.336 -3.587
H -1.380 -0.213 -4.414
H -3.247 -1.704 -4.998
H -4.957 -2.272 -3.307
H -4.800 -1.354 -1.021
H -2.917 0.130 -0.413
C 0.662 -2.308 5.682
O -0.247 -1.859 4.661
C 0.174 -1.159 3.629
O -0.691 -0.821 2.809
N 1.482 -0.866 3.548
N 1.981 -0.136 2.470
H 0.043 -2.819 6.410
H 1.156 -1.458 6.154
H 1.385 -3.014 5.271
H 2.118 -1.237 4.235
H 2.583 -0.720 1.900
H 2.493 0.665 2.821
C -1.056 3.678 1.588
P -1.249 2.080 2.396
C -2.995 1.938 2.815
C -0.324 2.140 3.939
C -0.803 1.512 5.087
C -0.047 1.521 6.252
C 1.192 2.146 6.275
C 1.675 2.774 5.133
C 0.922 2.771 3.969
H -0.040 3.801 1.218
H -1.296 4.474 2.293
H -1.727 3.718 0.732
H -3.282 2.731 3.506
H -3.208 0.966 3.259
H -3.575 2.031 1.896
H -1.767 1.020 5.087
H -0.438 1.055 7.147
H 1.772 2.166 7.188
H 2.630 3.283 5.155
H 1.304 3.277 3.090

## Properties
gap between HOMO and LUMO	8.702	eV
multiplicity	1
strongest force on any atom	0.2	eV/A
total charge	+2

3.
The following is a DFT calculation (ωB97M-V/def2-TZVPD) of C35H40BrN3NiO2PSb as an isolated structure.

Atoms and positions in Å:
Ni 0.723 -0.398 0.250
C -5.204 2.824 -0.511
C -5.000 2.157 -1.714
C -3.837 1.432 -1.922
C -2.866 1.371 -0.922
C -3.076 2.038 0.280
C -4.244 2.764 0.487
Sb -1.110 0.258 -1.280
C -2.090 -1.478 -1.989
C -1.771 -2.158 -3.160
C -2.427 -3.337 -3.491
C -3.400 -3.854 -2.649
C -3.728 -3.184 -1.480
C -3.080 -2.000 -1.156
C -0.438 1.244 -3.021
C 0.365 0.631 -3.983
C 0.855 1.361 -5.057
C 0.565 2.712 -5.175
C -0.220 3.334 -4.216
C -0.717 2.605 -3.143
H -6.113 3.390 -0.354
H -5.753 2.202 -2.490
H -3.693 0.912 -2.862
H -2.330 1.998 1.067
H -4.401 3.279 1.426
H -1.014 -1.780 -3.832
H -2.171 -3.852 -4.408
H -3.902 -4.779 -2.904
H -4.488 -3.580 -0.820
H -3.365 -1.482 -0.246
H 0.630 -0.414 -3.905
H 1.472 0.871 -5.799
H 0.955 3.280 -6.009
H -0.448 4.389 -4.300
H -1.342 3.107 -2.413
C 2.384 -3.635 -2.062
C 2.421 -2.428 -1.118
C 3.416 -1.394 -1.627
C 1.019 -1.846 -1.012
H 3.372 -4.092 -2.159
H 2.059 -3.334 -3.064
H 1.693 -4.401 -1.706
H 2.764 -2.783 -0.145
H 3.102 -1.017 -2.607
H 4.413 -1.822 -1.739
H 3.491 -0.548 -0.942
H 0.263 -2.587 -0.726
H 0.749 -1.487 -2.014
Br 1.363 -6.066 5.004
C 0.858 -4.610 3.905
C -0.491 -4.404 3.648
C -0.862 -3.334 2.849
C 0.112 -2.498 2.322
C 1.460 -2.712 2.577
C 1.834 -3.783 3.385
C 2.555 -1.801 2.049
O 3.693 -1.967 2.453
O 2.242 -0.856 1.217
H -1.232 -5.070 4.066
H -1.908 -3.156 2.636
H -0.155 -1.652 1.691
H 2.884 -3.944 3.587
C 0.760 3.360 4.155
N 1.783 2.316 4.177
C 2.992 2.831 3.530
N 2.773 3.347 2.178
C 1.707 4.348 2.221
N 0.456 3.879 2.821
C -0.167 2.834 1.992
P 0.919 1.364 1.756
C 1.316 1.083 3.534
C 2.448 2.262 1.249
H 1.120 4.193 4.762
H -0.156 2.971 4.606
H 3.736 2.035 3.489
H 3.381 3.645 4.145
H 1.507 4.694 1.205
H 2.062 5.193 2.814
H -0.429 3.254 1.015
H -1.099 2.515 2.468
H 2.076 0.307 3.623
H 0.415 0.728 4.041
H 2.303 2.668 0.245
H 3.263 1.538 1.204

## Properties
gap between HOMO and LUMO	8.517	eV
multiplicity	1
strongest force on any atom	0.7	eV/A

Which relative energy (zero: lowest compared OMol25 entry of this formula, charge and spin) belongs to each record? In order, 0.0 0.0 14.7 kcal per mole.